Record 1
{"formula": "C30H34FeN4O11", "method": "the ωB97M-V functional and the def2-TZVPD basis", "symbols": ["Fe", "O", "O", "O", "O", "O", "O", "O", "O", "O", "O", "O", "N", "N", "N", "N", "C", "C", "C", "C", "C", "C", "C", "C", "C", "C", "C", "C", "C", "C", "C", "C", "C", "C", "C", "C", "C", "C", "C", "C", "C", "C", "C", "C", "C", "C", "H", "H", "H", "H", "H", "H", "H", "H", "H", "H", "H", "H", "H", "H", "H", "H", "H", "H", "H", "H", "H", "H", "H", "H", "H", "H", "H", "H", "H", "H", "H", "H", "H", "H"], "coordinates": [[-0.410750, 1.070270, -0.373721], [-0.660026, 1.553982, 1.862149], [-1.231165, 1.176396, 5.750320], [-0.473073, 5.199139, 0.168961], [1.958359, 2.628852, -3.701345], [-0.380053, 7.140083, 4.554825], [-0.110564, 0.310762, 4.131591], [-0.613385, 5.877318, 6.280801], [-2.418842, 0.145025, -0.774520], [1.054479, 2.191830, -1.703098], [-3.964576, -0.726114, -2.132088], [-1.209980, 3.180525, -0.067416], [-0.525812, 6.048576, 5.076755], [-0.779673, 4.111975, 0.636723], [-0.978529, 1.008232, -2.708671], [-0.677321, 1.243796, 4.666367], [1.153172, -2.973533, -3.277810], [0.101746, -3.052802, -2.157234], [3.659802, 0.938301, -0.662195], [0.227353, -4.464129, -1.553574], [-0.561067, -3.627936, 1.902922], [-1.263884, -2.863030, -2.829489], [-2.111443, 0.443403, -3.072838], [0.366707, -2.018328, -1.082005], [1.086747, 2.201555, -2.964052], [1.679845, -0.472542, 0.031397], [-1.867925, -1.505158, 2.060479], [-1.636383, 0.913965, -5.355762], [3.892178, -0.955064, 0.946003], [-0.671370, 2.573157, 2.570328], [-0.594642, 4.905406, 4.235326], [-2.939774, -0.105974, -1.891400], [-0.182536, -1.843115, 0.246465], [1.451769, -1.131107, -1.196560], [2.963552, 0.179578, 0.468887], [-0.598357, 5.041348, 2.847930], [-2.450131, -3.100229, 0.314351], [-0.669579, 2.514900, 4.018788], [-1.255956, -2.522687, 1.078368], [-0.165486, 1.553728, -3.594180], [-0.458166, 1.529103, -4.952871], [-2.484664, 0.364236, -4.406792], [-0.689373, 3.926306, 2.039086], [0.643347, -0.902086, 0.900116], [2.702568, 1.150805, 1.623714], [-0.676363, 3.637689, 4.809754], [0.594726, -0.675076, 1.947567], [1.141282, -2.006524, -3.774185], [-3.411032, -0.124137, -4.661530], [-2.966469, -2.298750, -0.206995], [2.152988, -3.166609, -2.895441], [0.198707, -5.210799, -2.346346], [1.174904, -4.558255, -1.023654], [-0.712468, 3.545437, 5.886771], [3.626105, 1.659332, 1.896190], [-1.221445, -2.010310, -3.501918], [-0.574928, -4.680357, -0.858137], [4.107104, -1.634285, 0.123059], [-3.148651, -3.540907, 1.025363], [4.602300, 1.350597, -0.304406], [1.969565, 1.892986, 1.308784], [-1.274046, -4.088804, 2.584232], [4.831140, -0.538462, 1.307677], [0.929792, -3.728776, -4.029068], [3.874091, 0.291255, -1.507923], [3.031401, 1.752289, -1.009555], [-0.139219, -4.399679, 1.264274], [-2.182124, -3.876634, -0.392527], [0.245551, -3.202116, 2.494022], [-1.889120, 0.860965, -6.404607], [2.321396, 0.634004, 2.500054], [-2.217699, -0.635720, 1.508710], [-0.577659, 6.026149, 2.402448], [-2.715871, -1.959202, 2.573205], [3.425699, -1.520631, 1.749238], [-1.165746, -1.174821, 2.817793], [-1.518817, -3.747348, -3.411826], [-2.051798, -2.678601, -2.113708], [2.086639, -1.036450, -2.055692], [0.222924, 1.983835, -5.656655]], "forces_ev_per_angstrom": [[-0.561, 0.140, -1.036], [0.109, -0.496, -0.664], [-0.123, -0.102, 0.199], [-0.290, -0.658, 0.253], [0.344, 0.235, -0.298], [-0.005, 0.113, -0.072], [0.126, 0.062, 0.152], [0.009, 0.016, 0.143], [0.809, 0.220, 1.417], [-0.177, -0.209, 1.649], [-0.412, -0.197, -0.098], [0.255, 0.664, 0.223], [0.013, 0.617, 0.362], [-0.016, 0.369, -1.465], [0.232, 0.096, 0.843], [0.092, -0.694, 0.436], [-0.112, 0.008, 0.219], [-0.128, -0.193, -0.290], [-0.186, 0.034, 0.060], [-0.026, 0.216, 0.021], [-0.001, 0.119, -0.161], [0.131, 0.015, 0.153], [-0.515, -0.248, 0.147], [1.809, 0.711, -1.393], [-0.754, -0.535, -0.516], [-0.286, -0.162, 1.005], [0.142, 0.038, -0.074], [0.063, -0.004, 0.107], [-0.233, 0.058, -0.046], [0.027, 0.179, -0.245], [-0.100, -1.030, -1.018], [0.483, 0.237, -0.928], [-0.005, 0.522, 1.296], [-1.052, -1.330, -0.768], [0.215, 0.254, 0.019], [-0.128, 0.112, 0.139], [0.162, 0.038, -0.082], [-0.034, 1.199, -0.592], [-0.341, -0.211, 0.150], [0.434, 0.226, -0.154], [0.041, -0.008, 0.178], [0.028, 0.018, 0.158], [0.169, -0.367, 1.246], [-0.041, 0.461, -0.225], [-0.021, -0.166, -0.175], [0.107, -0.175, 0.014], [-0.129, 0.191, 0.100], [0.017, 0.148, -0.028], [-0.110, -0.040, -0.021], [-0.143, 0.042, -0.121], [0.151, 0.005, 0.016], [-0.022, -0.053, -0.083], [0.087, -0.056, 0.039], [0.020, -0.066, -0.072], [0.059, 0.061, 0.013], [-0.040, 0.074, -0.085], [-0.008, -0.086, 0.065], [0.050, -0.089, -0.054], [-0.006, -0.009, 0.100], [0.118, -0.030, 0.074], [0.015, 0.162, 0.077], [-0.130, -0.045, 0.034], [0.083, 0.064, 0.024], [-0.070, -0.098, -0.059], [0.056, -0.110, -0.149], [0.021, 0.064, -0.110], [0.035, -0.130, -0.047], [-0.024, -0.052, -0.078], [0.107, 0.046, 0.102], [-0.040, 0.026, -0.114], [-0.115, -0.006, 0.148], [-0.125, 0.035, 0.028], [0.045, -0.041, 0.003], [-0.045, -0.081, -0.008], [-0.025, -0.099, 0.122], [0.035, -0.017, 0.023], [-0.042, -0.100, -0.098], [-0.191, 0.006, 0.005], [0.035, 0.076, -0.174], [0.078, 0.013, 0.036]], "spin_multiplicity": 6, "s2": 8.77, "total_charge": -1, "e_lumo_ev": [1.0, 0.5], "orbital_gap_ev": [7.10, 6.67]}


Record 2
{"formula": "C30H34IIrN5OP", "method": "the ωB97M-V functional and the def2-TZVPD basis", "symbols": ["Ir", "I", "P", "O", "N", "N", "N", "N", "N", "C", "C", "C", "C", "C", "C", "C", "C", "C", "C", "C", "C", "C", "C", "C", "C", "C", "C", "C", "C", "C", "C", "C", "C", "C", "C", "C", "C", "C", "C", "H", "H", "H", "H", "H", "H", "H", "H", "H", "H", "H", "H", "H", "H", "H", "H", "H", "H", "H", "H", "H", "H", "H", "H", "H", "H", "H", "H", "H", "H", "H", "H", "H", "H"], "coordinates": [[0.596691, -0.154635, 0.121965], [-3.178323, -0.286652, -3.174885], [3.215562, -1.008705, 2.172145], [0.970662, -1.792726, -2.332582], [2.215947, -0.467658, 0.968947], [-0.642274, -1.295952, 2.542758], [1.353258, 2.200845, -1.550086], [0.122946, 2.833728, 0.101224], [-0.811363, -2.708522, 0.934151], [5.888057, -0.930583, 2.439922], [-0.710591, 2.859737, 1.298492], [-0.976093, -2.493000, 3.107867], [-0.969464, -3.413518, -0.337166], [4.829160, -0.549563, 1.599042], [2.605905, -4.790476, 0.811882], [2.393634, 2.292783, 4.373080], [2.732792, -3.397576, 0.870657], [7.192122, -0.563235, 2.096116], [2.092732, 1.451201, -2.556499], [0.466156, -1.053653, -1.555158], [-0.561330, -1.370570, 1.175424], [3.185757, -3.551870, 3.255325], [6.366613, 0.539516, 0.102869], [-0.527271, -0.077111, 3.342866], [0.623365, 1.715391, -0.492307], [-1.083199, -3.382907, 2.100914], [1.256270, 3.577460, -1.609866], [2.615802, 1.429464, 3.303922], [2.985522, -2.776999, 2.093359], [5.043967, 0.190176, 0.425837], [-1.323978, -0.588163, -2.700481], [3.034302, -4.945641, 3.178069], [2.546509, 0.451335, 5.915812], [7.427965, 0.174333, 0.915337], [0.494455, 3.977049, -0.562688], [2.746621, -5.562100, 1.965689], [2.370691, 1.813545, 5.680762], [2.768973, 0.060608, 3.539367], [2.718914, -0.445328, 4.849698], [3.157827, -5.533774, 4.081376], [2.574861, 0.564681, -2.135897], [2.237855, 2.501316, 6.521324], [-1.124258, -2.600768, 4.170075], [-1.522309, 0.197552, 3.709470], [1.742650, 4.154234, -2.387634], [2.259402, 3.371746, 4.174604], [-1.548451, -1.661743, -2.400648], [-1.808188, -2.972346, -0.918786], [4.211742, 0.478416, -0.201107], [6.554629, 1.117074, -0.814587], [-0.146139, 0.749178, 2.706997], [-1.242658, -4.433845, -0.077807], [-1.336412, -4.429287, 2.120414], [2.409621, -5.268954, -0.154350], [-1.392255, 1.978407, 1.313079], [1.447475, 1.154389, -3.401134], [8.446537, 0.451354, 0.666819], [-0.094787, 2.850163, 2.215821], [2.864643, 2.130960, -2.957145], [-0.772931, -0.527934, -3.670031], [2.672451, 1.825228, 2.285991], [-0.057912, -3.427584, -0.934992], [-1.182496, 0.378675, -2.063816], [2.637110, -2.815673, -0.042170], [8.009381, -0.850457, 2.743066], [2.822544, -1.501705, 5.035582], [5.683416, -1.500942, 3.336772], [2.654016, -6.653125, 1.911595], [0.151209, -0.230909, 4.173812], [2.560386, 0.066543, 6.933190], [-1.300650, 3.771576, 1.283294], [3.480119, -3.082634, 4.178162], [0.193130, 4.959421, -0.241833]], "forces_ev_per_angstrom": [[-0.399, -0.521, -1.251], [-6.723, 1.390, -2.208], [-3.222, 1.221, -2.655], [-0.030, 0.405, 0.466], [2.333, -0.454, 1.150], [-0.218, 0.848, 0.356], [0.036, 0.659, -0.441], [-0.460, 0.490, 0.729], [-0.639, -0.494, -0.316], [1.113, 0.641, -0.915], [0.132, -0.623, 0.025], [-0.221, -0.579, 0.169], [-0.280, 0.664, 0.205], [0.136, -0.081, 0.331], [0.155, 1.698, -0.823], [0.224, 0.182, -1.599], [-0.319, -1.827, -1.473], [-0.787, -0.054, -0.152], [0.029, 0.309, -0.143], [2.259, -0.994, 0.387], [0.396, -1.012, 0.478], [0.000, -2.328, 0.082], [-0.674, 0.171, -0.448], [-0.088, 0.222, -0.867], [-0.192, 0.219, -0.509], [-0.178, -0.040, 0.619], [-0.015, 0.563, -0.008], [-0.175, 2.077, 0.167], [0.495, 2.198, 2.081], [1.277, -0.028, 0.254], [2.021, 0.572, -0.225], [0.473, 1.683, 0.838], [0.209, -1.865, -0.662], [0.154, -0.327, 0.626], [0.401, 0.066, -0.600], [-0.340, -1.640, 0.089], [-0.238, 0.994, 1.251], [0.792, -3.026, -0.469], [-0.081, 1.325, 1.972], [0.032, -0.066, 0.021], [-0.247, 0.167, 0.105], [0.013, -0.183, -0.248], [0.113, -0.070, -0.067], [-0.026, 0.028, 0.072], [-0.112, -0.093, 0.216], [0.069, -0.593, 0.080], [1.874, 1.773, 0.454], [0.481, -0.188, 0.271], [-0.089, -0.074, 0.100], [-0.041, -0.240, 0.400], [-0.090, -0.809, 0.457], [0.023, -0.067, -0.122], [0.109, 0.029, 0.001], [0.041, 0.197, 0.289], [0.581, 0.483, -0.199], [0.113, -0.046, 0.372], [-0.038, 0.041, -0.082], [-0.171, -0.075, -0.373], [-0.208, -0.293, 0.157], [-0.066, -0.254, 1.137], [-0.112, -0.196, 0.262], [-0.078, 0.106, 0.162], [0.422, -2.708, -0.624], [-0.073, 0.035, 0.198], [0.166, 0.010, -0.001], [-0.026, -0.044, 0.138], [0.020, -0.013, 0.071], [0.004, 0.355, 0.043], [0.159, 0.001, 0.077], [-0.112, 0.014, -0.030], [-0.097, 0.170, -0.037], [-0.040, -0.090, 0.220], [0.052, -0.010, -0.034]], "spin_multiplicity": 5, "s2": 6.04, "total_charge": -2, "e_lumo_ev": [3.7, 3.6], "orbital_gap_ev": [1.58, 3.68]}


Record 3
{"formula": "C30H34InN3OSSi2", "method": "the ωB97M-V functional and the def2-TZVPD basis", "symbols": ["In", "S", "Si", "Si", "O", "N", "N", "N", "C", "C", "C", "C", "C", "C", "C", "C", "C", "C", "C", "C", "C", "C", "C", "C", "C", "C", "C", "C", "C", "C", "C", "C", "C", "C", "C", "C", "C", "C", "H", "H", "H", "H", "H", "H", "H", "H", "H", "H", "H", "H", "H", "H", "H", "H", "H", "H", "H", "H", "H", "H", "H", "H", "H", "H", "H", "H", "H", "H", "H", "H", "H", "H"], "coordinates": [[-0.526829, -0.146642, -0.806669], [-0.072247, -3.407135, -0.537653], [-0.538280, -0.396849, 1.759678], [-3.142559, -0.374704, -0.863682], [-0.461166, -2.528191, -1.696540], [1.746821, -0.159484, -1.188965], [-0.235620, 2.072693, -1.008377], [7.255933, 6.904967, -0.628112], [-3.920713, -2.007380, -1.473383], [-0.997383, -5.885848, -0.091518], [-3.419403, -0.382448, 1.045061], [0.931670, 2.815909, -0.998759], [4.118903, 3.520971, -2.017894], [-0.777692, 4.269824, -0.911296], [2.524357, -1.235503, -1.110423], [-5.149360, -0.379072, 2.765566], [3.915943, 0.466913, -0.810210], [-4.239810, 1.034292, -1.549880], [-2.431360, -0.410565, 2.053240], [3.331349, 3.263919, -0.900129], [0.164172, 1.129237, 2.648138], [0.594192, 4.199355, -0.944725], [0.874085, -4.826256, -1.246935], [-0.043284, -6.043915, -1.274183], [3.869420, -0.905494, -0.867761], [-4.764369, -0.363441, 1.435376], [3.585131, 3.941955, 0.288619], [5.134545, 4.457807, -1.960382], [-1.525263, -4.465878, -0.198715], [0.178231, -1.908181, 2.677294], [5.376885, 5.141524, -0.769978], [-2.841987, -0.424896, 3.391399], [-4.178453, -0.413011, 3.755828], [2.587059, 0.933435, -1.010393], [2.215273, 2.281036, -0.981590], [-1.239847, 2.938876, -0.954457], [6.420932, 6.117895, -0.696101], [4.605371, 4.872287, 0.360842], [3.919194, 2.986968, -2.938041], [-5.233589, 0.669053, -1.817330], [-1.394386, 5.152261, -0.860788], [-6.199759, -0.363982, 3.030294], [4.685079, -1.600042, -0.748512], [-3.802542, 1.472977, -2.448916], [2.974447, 3.731471, 1.157616], [4.805938, 5.398766, 1.283811], [-3.703469, -2.820639, -0.780111], [-0.317601, -2.834905, 2.382548], [0.526631, -6.971136, -1.215165], [-2.088921, -0.445578, 4.174264], [1.294077, 5.018766, -0.941933], [-1.804964, -6.617431, -0.118261], [0.009837, 1.087954, 3.729063], [-0.615515, -6.056566, -2.203519], [1.239385, 1.202919, 2.461966], [-2.176295, -4.331033, -1.062636], [-5.538513, -0.334347, 0.673197], [4.778589, 1.084306, -0.619580], [1.735088, -4.978885, -0.594118], [2.126264, -2.222652, -1.260627], [-0.304018, 2.041089, 2.270036], [-5.006321, -1.908869, -1.542445], [-4.363294, 1.826322, -0.808652], [5.738574, 4.667058, -2.832528], [-2.263642, 2.595654, -0.934938], [-2.017365, -4.099998, 0.702041], [-0.455496, -6.014864, 0.849317], [1.244503, -2.010569, 2.459210], [-3.543649, -2.287022, -2.459000], [1.218717, -4.509450, -2.229666], [-4.459500, -0.426665, 4.801935], [0.067845, -1.798944, 3.759107]], "forces_ev_per_angstrom": [[-0.023, 0.058, 0.317], [-0.095, -0.811, -0.056], [-0.134, -0.099, 0.189], [-0.015, -0.018, 0.104], [0.113, 0.479, -0.089], [-0.411, -0.062, -0.218], [-0.135, -0.101, -0.030], [-0.035, -0.041, -0.014], [0.262, 0.195, -0.049], [0.068, -0.016, -0.083], [0.074, 0.037, -0.247], [0.174, 0.158, 0.066], [-0.071, -0.051, -0.010], [0.018, 0.158, 0.002], [-0.016, 0.077, -0.119], [-0.037, -0.007, 0.009], [-0.102, -0.004, 0.004], [0.242, -0.149, -0.004], [0.206, 0.015, 0.012], [0.085, 0.125, 0.044], [-0.040, -0.115, -0.191], [-0.075, -0.052, -0.040], [-0.089, 0.075, 0.168], [-0.023, -0.026, 0.057], [0.078, -0.062, 0.006], [-0.066, -0.015, -0.027], [-0.068, -0.060, 0.002], [0.033, 0.071, 0.031], [0.218, 0.058, 0.203], [-0.048, 0.179, -0.153], [-0.220, -0.249, 0.053], [-0.052, -0.020, 0.054], [0.054, -0.001, 0.006], [0.195, 0.042, 0.057], [-0.155, -0.073, 0.021], [0.055, -0.173, 0.020], [0.227, 0.203, 0.000], [0.048, 0.050, -0.072], [0.023, 0.007, -0.004], [-0.009, -0.046, 0.057], [0.016, 0.003, -0.016], [0.001, 0.001, -0.012], [-0.004, 0.002, -0.028], [-0.026, 0.009, -0.004], [0.003, 0.019, 0.000], [0.002, 0.002, 0.000], [-0.020, 0.051, -0.007], [-0.001, 0.004, 0.009], [0.011, 0.011, -0.051], [-0.024, 0.008, 0.015], [-0.004, 0.008, 0.000], [-0.021, 0.034, 0.049], [-0.032, -0.027, 0.005], [0.006, -0.019, -0.002], [-0.001, 0.003, 0.013], [0.035, 0.031, -0.018], [-0.011, 0.002, 0.018], [-0.006, 0.011, -0.037], [-0.013, 0.012, -0.010], [-0.084, -0.075, -0.005], [0.012, 0.006, -0.006], [-0.013, 0.041, 0.055], [0.000, 0.004, -0.006], [0.005, 0.007, 0.003], [0.015, 0.003, -0.029], [-0.034, 0.040, -0.043], [-0.028, -0.051, 0.005], [-0.008, -0.017, -0.002], [-0.006, -0.006, 0.003], [0.012, 0.109, 0.027], [-0.009, 0.006, -0.006], [-0.028, 0.032, 0.005]], "de_lowest_kj_mol": 0.0, "total_charge": 0, "e_lumo_ev": -0.8, "orbital_gap_ev": 6.15}


The records above yield max |F| values of 2.39, 7.21, 0.82 eV/Å, respectively.